Record 1
89
Properties=species:S:1:pos:R:3:lowdin_charge:R:1 method="wB97M-V/def2-TZVPD" orbital_gap_ev=8.21 smiles="CCCCCCCCCCCCC[C@@]1(S(=O)(=O)C(F)(F)C(F)(F)C(F)(F)F)[NH2+]CO[C@@]1(CSCC)S(=O)(=O)C(F)(F)C(F)(F)C(F)(F)C(F)(F)F" largest_force_ev_per_a=3.0 lumo_energy_ev=-3.57 charge=+1 e_tot_ha=-4236.492855
C 4.27 -0.38 3.70 -0.11
C 5.25 -0.05 2.58 -0.26
C 5.66 -1.26 1.74 -0.21
C 4.55 -1.82 0.87 -0.21
C 4.39 -1.10 -0.47 -0.19
C 4.03 -2.01 -1.64 -0.19
C 2.54 -2.03 -1.96 -0.19
C 2.07 -0.81 -2.78 -0.18
C 1.34 -1.18 -4.08 -0.19
C -0.15 -0.84 -4.04 -0.19
C -0.37 0.67 -4.17 -0.17
C -1.47 1.20 -3.27 -0.19
C -1.08 1.15 -1.80 -0.15
C -2.13 1.63 -0.80 -0.30
S -1.64 3.40 -0.49 0.80
O -1.84 3.97 -1.79 -0.22
O -0.34 3.61 0.03 -0.24
C -2.80 4.32 0.63 -0.43
F -2.80 5.58 0.16 0.16
F -4.07 3.87 0.49 0.12
C -2.44 4.34 2.14 -0.33
F -3.53 4.82 2.76 0.17
F -2.29 3.07 2.57 0.12
C -1.18 5.20 2.58 -0.52
F -0.69 5.94 1.60 0.19
F -1.57 6.00 3.58 0.19
F -0.25 4.37 3.06 0.17
N -3.51 1.77 -1.37 0.14
C -4.52 1.27 -0.32 -0.09
O -3.72 1.09 0.80 -0.05
C -2.44 0.62 0.34 -0.39
C -1.63 0.47 1.66 -0.40
S 0.01 1.18 1.82 0.99
C 1.13 0.25 0.74 -0.45
C 2.55 0.57 1.25 -0.18
S -2.65 -1.10 -0.32 0.84
O -1.42 -1.81 -0.34 -0.23
O -3.22 -0.94 -1.64 -0.25
C -3.95 -2.05 0.63 -0.42
F -5.04 -1.28 0.84 0.14
F -4.31 -3.02 -0.22 0.16
C -3.57 -2.66 2.01 -0.36
F -4.68 -3.31 2.40 0.17
F -3.36 -1.67 2.91 0.17
C -2.40 -3.68 2.11 -0.34
F -2.51 -4.19 3.36 0.17
F -1.20 -3.08 2.05 0.16
C -2.43 -4.91 1.15 -0.55
F -1.61 -5.82 1.68 0.20
F -3.65 -5.43 1.07 0.20
F -1.99 -4.58 -0.06 0.19
H 4.77 -0.51 4.66 0.07
H 3.68 -1.28 3.52 0.07
H 3.58 0.44 3.84 0.06
H 4.87 0.74 1.95 0.09
H 6.16 0.33 3.04 0.11
H 6.04 -2.02 2.42 0.12
H 6.50 -0.98 1.11 0.11
H 4.80 -2.85 0.64 0.11
H 3.61 -1.85 1.42 0.09
H 3.70 -0.26 -0.40 0.07
H 5.35 -0.65 -0.69 0.11
H 4.56 -1.66 -2.52 0.11
H 4.35 -3.03 -1.46 0.11
H 2.35 -2.92 -2.57 0.10
H 1.94 -2.13 -1.06 0.10
H 2.92 -0.19 -3.04 0.11
H 1.43 -0.21 -2.15 0.07
H 1.43 -2.24 -4.29 0.11
H 1.79 -0.65 -4.92 0.11
H -0.61 -1.34 -4.88 0.12
H -0.59 -1.24 -3.12 0.10
H -0.68 0.88 -5.19 0.12
H 0.55 1.21 -3.98 0.12
H -2.33 0.53 -3.42 0.11
H -1.78 2.18 -3.61 0.12
H -0.78 0.13 -1.57 0.09
H -0.17 1.74 -1.69 0.12
H -3.69 1.21 -2.21 0.16
H -3.79 2.72 -1.64 0.17
H -4.94 0.36 -0.73 0.13
H -5.28 2.01 -0.15 0.15
H -1.52 -0.59 1.87 0.05
H -2.24 0.85 2.46 0.09
H 0.93 -0.81 0.70 0.08
H 1.06 0.68 -0.25 0.03
H 2.50 1.28 2.07 0.06
H 3.12 1.07 0.48 0.08
H 3.07 -0.31 1.60 0.02


Record 2
72
Properties=species:S:1:pos:R:3:lowdin_charge:R:1 method="wB97M-V/def2-TZVPD" orbital_gap_ev=8.63 smiles="CCN(CC)CCCNC(=O)c1ccc(N2CCCCC2)c(NS(=O)(=O)c2ccc(C)cc2)c1" largest_force_ev_per_a=0.9 lumo_energy_ev=0.58 e_tot_ha=-1856.497065
C -5.00 2.64 -0.45 -0.07
C -3.93 1.55 -0.26 -0.25
N -4.28 0.45 0.62 -0.20
C -4.43 0.82 2.02 -0.25
C -3.11 1.15 2.70 -0.07
C -5.41 -0.33 0.14 -0.20
C -5.26 -1.82 0.47 -0.16
C -4.35 -2.54 -0.53 -0.18
N -3.04 -1.94 -0.59 0.08
C -2.55 -1.37 -1.71 -0.47
O -3.09 -1.45 -2.80 0.05
C -1.23 -0.68 -1.52 -0.12
C -0.31 -0.68 -2.56 0.00
C 0.92 -0.07 -2.40 0.00
C 1.27 0.54 -1.20 -0.19
N 2.53 1.12 -0.95 -0.10
C 3.66 0.62 -1.72 -0.18
C 4.95 0.98 -0.98 -0.17
C 5.05 2.50 -0.81 -0.20
C 3.80 3.02 -0.11 -0.18
C 2.56 2.57 -0.88 -0.17
C 0.34 0.52 -0.15 -0.25
N 0.65 1.00 1.14 -0.02
S 0.79 -0.22 2.30 0.67
O 1.25 0.42 3.50 -0.28
O -0.43 -0.96 2.34 -0.28
C 2.09 -1.23 1.61 -0.27
C 3.40 -1.00 2.01 -0.05
C 4.42 -1.70 1.40 -0.05
C 4.15 -2.61 0.38 -0.27
C 5.28 -3.35 -0.28 -0.04
C 2.83 -2.82 0.00 -0.02
C 1.80 -2.14 0.62 -0.04
C -0.91 -0.05 -0.32 0.01
H -4.63 3.38 -1.16 0.07
H -5.22 3.14 0.48 0.06
H -5.92 2.21 -0.85 0.07
H -3.02 2.01 0.13 0.10
H -3.69 1.12 -1.23 0.11
H -4.87 -0.04 2.54 0.11
H -5.13 1.67 2.15 0.11
H -3.29 1.35 3.76 0.08
H -2.41 0.33 2.62 0.04
H -2.65 2.04 2.27 0.07
H -5.47 -0.22 -0.95 0.12
H -6.37 0.04 0.56 0.12
H -6.24 -2.30 0.45 0.11
H -4.85 -1.93 1.47 0.10
H -4.76 -2.48 -1.54 0.12
H -4.26 -3.59 -0.25 0.12
H -2.58 -1.77 0.30 0.13
H -0.57 -1.15 -3.49 0.12
H 1.62 -0.07 -3.22 0.11
H 3.57 -0.47 -1.79 0.12
H 3.69 1.04 -2.73 0.13
H 4.93 0.51 0.00 0.09
H 5.80 0.60 -1.54 0.11
H 5.94 2.75 -0.24 0.11
H 5.13 2.97 -1.79 0.11
H 3.82 4.10 -0.04 0.11
H 3.76 2.61 0.91 0.11
H 1.65 2.93 -0.40 0.12
H 2.59 3.01 -1.89 0.13
H 1.51 1.54 1.17 0.09
H 3.58 -0.29 2.80 0.12
H 5.44 -1.54 1.72 0.12
H 4.95 -3.80 -1.21 0.08
H 6.11 -2.68 -0.48 0.08
H 5.64 -4.14 0.38 0.09
H 2.61 -3.52 -0.79 0.12
H 0.77 -2.30 0.33 0.12
H -1.60 -0.01 0.50 0.09


Record 3
94
Properties=species:S:1:pos:R:3:lowdin_charge:R:1 method="wB97M-V/def2-TZVPD" orbital_gap_ev=9.62 smiles="CCOC(=O)C(F)(F)F.CCOC(=O)C(F)(F)F.CCOC(=O)C(F)(F)F.CCOC(=O)C(F)(F)F.CCOC(=O)C(F)(F)F.CN(C)C=O.CN(C)C=O" largest_force_ev_per_a=3.4 lumo_energy_ev=0.52 e_tot_ha=-3524.505890 de_lowest_kcal_mol=23.91
C 1.87 2.76 -2.81 -0.03
C 1.03 3.33 -4.01 -0.12
O 0.08 2.30 -4.48 0.01
C -1.08 2.20 -3.84 -0.41
O -1.51 3.00 -3.11 0.17
C -1.72 0.80 -4.19 -0.57
F -2.41 0.48 -3.17 0.21
F -2.49 0.89 -5.29 0.16
F -0.80 -0.16 -4.44 0.16
H 2.75 2.22 -3.00 0.05
H 1.28 2.08 -2.22 0.06
H 2.18 3.51 -2.10 0.07
H 1.58 3.53 -4.91 0.11
H 0.43 4.18 -3.76 0.11
C 7.11 -2.11 5.23 -0.05
C 5.88 -2.36 4.44 -0.21
O 5.34 -1.11 3.98 -0.01
C 4.14 -0.75 4.52 -0.35
O 3.48 -1.41 5.24 0.19
C 3.90 0.82 4.18 -0.54
F 2.65 1.19 4.45 0.17
F 4.71 1.52 4.98 0.18
F 4.07 1.01 2.88 0.17
H 7.49 -1.19 4.83 0.08
H 7.82 -2.93 5.21 0.09
H 6.91 -1.85 6.23 0.07
H 5.07 -2.94 4.77 0.11
H 6.29 -2.87 3.59 0.11
C 0.24 -4.08 0.76 -0.03
C 0.28 -3.82 -0.76 -0.20
O 1.63 -4.12 -1.20 0.00
C 1.87 -3.89 -2.48 -0.39
O 1.09 -3.70 -3.36 0.18
C 3.46 -3.64 -2.69 -0.44
F 4.13 -3.30 -1.52 0.09
F 4.05 -4.66 -3.21 0.21
F 3.64 -2.49 -3.46 0.10
H 0.60 -5.09 0.78 0.07
H -0.85 -3.92 0.98 0.10
H 0.94 -3.41 1.25 0.07
H 0.08 -2.76 -0.99 0.11
H -0.37 -4.49 -1.27 0.12
C 7.06 -1.64 -0.50 -0.06
C 6.17 -1.25 0.69 -0.20
O 4.94 -0.72 0.16 0.03
C 3.84 -1.33 0.60 -0.38
O 3.84 -2.32 1.30 0.14
C 2.57 -0.64 0.07 -0.51
F 1.86 -1.33 -0.74 0.22
F 1.81 -0.36 1.18 0.13
F 2.85 0.52 -0.60 0.14
H 8.11 -1.93 -0.23 0.09
H 7.19 -0.86 -1.26 0.08
H 6.59 -2.50 -0.99 0.07
H 6.63 -0.48 1.30 0.12
H 6.01 -2.11 1.37 0.11
C -4.65 -3.54 -0.05 -0.06
C -4.27 -2.10 0.03 -0.21
O -5.48 -1.33 0.18 0.04
C -5.34 -0.10 0.63 -0.38
O -4.32 0.53 0.89 0.14
C -6.62 0.67 0.41 -0.57
F -6.63 1.80 1.09 0.18
F -6.85 0.96 -0.87 0.18
F -7.57 -0.13 0.92 0.16
H -5.34 -3.81 -0.89 0.10
H -5.01 -3.93 0.89 0.08
H -3.71 -4.10 -0.35 0.09
H -3.75 -1.72 -0.83 0.12
H -3.65 -1.85 0.93 0.13
C -6.04 4.37 -2.44 -0.05
N -6.56 4.64 -1.10 -0.20
C -5.62 5.11 -0.11 -0.04
C -7.83 4.37 -0.77 -0.37
O -8.32 4.61 0.32 0.00
H -6.81 3.95 -3.07 0.08
H -5.18 3.71 -2.35 0.08
H -5.63 5.26 -2.96 0.09
H -6.20 5.78 0.54 0.09
H -5.31 4.17 0.46 0.11
H -4.77 5.62 -0.51 0.08
H -8.48 3.89 -1.54 0.14
C -1.46 2.77 0.76 -0.05
N -1.33 1.34 0.84 -0.20
C -0.99 0.80 2.14 -0.04
C -1.67 0.54 -0.15 -0.35
O -1.52 -0.69 -0.13 -0.03
H -1.93 3.07 -0.20 0.09
H -0.47 3.23 0.95 0.10
H -2.26 3.07 1.44 0.09
H -1.73 1.11 2.95 0.11
H -0.98 -0.26 2.08 0.07
H 0.01 1.17 2.44 0.09
H -2.01 1.22 -0.96 0.12


Record 4
94
Properties=species:S:1:pos:R:3:lowdin_charge:R:1 method="wB97M-V/def2-TZVPD" orbital_gap_ev=7.30 largest_force_ev_per_a=2.3 lumo_energy_ev=-4.64 charge=+1 e_tot_ha=-3908.206551
O 4.23 -0.88 2.64 -0.19
P 4.28 -1.10 1.20 0.34
O 5.55 -0.56 0.46 -0.10
O 3.96 -2.51 0.65 -0.08
S 2.83 0.35 0.32 1.17
O 2.59 1.31 1.57 -0.29
C 1.13 -0.46 0.12 -0.55
F 1.19 -1.16 -1.02 0.14
F 0.32 0.60 -0.02 0.13
C 0.63 -1.34 1.30 -0.59
F 1.26 -2.50 1.30 0.20
F 0.85 -0.69 2.44 0.18
F -0.67 -1.52 1.12 0.21
H 6.03 -1.27 0.00 0.12
H 3.76 -2.59 -0.33 0.06
H 2.55 2.22 1.24 0.11
C 3.62 0.23 5.56 -0.03
C 3.24 1.50 6.27 -0.32
C 3.52 2.78 5.51 -0.11
O 3.72 3.73 6.56 0.06
C 4.18 3.04 7.64 -0.56
O 4.63 3.55 8.62 0.18
O 4.06 1.71 7.44 0.10
H 2.90 -0.01 4.78 0.06
H 4.61 0.31 5.11 0.08
H 3.65 -0.60 6.27 0.09
H 2.21 1.47 6.60 0.14
H 2.70 3.10 4.87 0.13
H 4.44 2.72 4.92 0.13
C -2.56 -2.16 6.07 -0.01
C -1.30 -1.34 5.99 -0.32
C -0.02 -2.10 5.76 -0.09
O 0.96 -1.26 6.38 0.04
C 0.32 -0.56 7.36 -0.56
O 0.88 0.09 8.19 0.18
O -1.01 -0.71 7.25 0.10
H -2.88 -2.50 5.09 0.09
H -2.41 -3.03 6.71 0.10
H -3.37 -1.57 6.50 0.08
H -1.41 -0.54 5.24 0.16
H 0.23 -2.26 4.71 0.12
H -0.02 -3.06 6.28 0.14
C 3.98 -0.88 -5.82 0.00
C 3.57 -0.92 -4.38 -0.29
C 4.58 -0.39 -3.39 -0.04
O 4.25 -1.17 -2.20 -0.01
C 3.72 -2.34 -2.63 -0.56
O 3.54 -3.27 -1.88 0.15
O 3.44 -2.31 -3.91 0.14
H 3.92 0.14 -6.19 0.08
H 5.00 -1.23 -5.95 0.10
H 3.33 -1.52 -6.42 0.10
H 2.60 -0.44 -4.24 0.14
H 4.49 0.67 -3.20 0.15
H 5.61 -0.63 -3.67 0.15
C -0.68 1.00 -8.93 -0.01
C -0.15 1.85 -7.82 -0.30
C 0.90 2.87 -8.22 -0.06
O 1.66 3.01 -7.00 0.08
C 1.56 1.85 -6.33 -0.58
O 2.24 1.56 -5.38 0.11
O 0.62 1.06 -6.86 0.10
H -1.38 1.57 -9.54 0.09
H 0.13 0.63 -9.57 0.09
H -1.20 0.13 -8.53 0.09
H -0.96 2.33 -7.28 0.13
H 0.49 3.83 -8.52 0.14
H 1.57 2.50 -8.99 0.14
C -2.82 2.74 -3.16 -0.02
C -3.66 3.00 -4.38 -0.32
C -4.77 2.01 -4.65 -0.08
O -4.90 2.09 -6.08 0.08
C -3.71 2.46 -6.58 -0.56
O -3.42 2.44 -7.74 0.17
O -2.88 2.85 -5.59 0.07
H -3.37 3.02 -2.26 0.09
H -2.55 1.68 -3.09 0.08
H -1.90 3.32 -3.20 0.09
H -4.04 4.02 -4.37 0.16
H -5.71 2.26 -4.17 0.14
H -4.48 0.99 -4.39 0.14
C -6.58 -4.19 2.78 -0.02
C -6.86 -2.84 3.37 -0.32
C -6.62 -1.65 2.47 -0.09
O -6.31 -0.61 3.42 0.06
C -5.79 -1.20 4.52 -0.56
O -5.28 -0.62 5.42 0.16
O -5.95 -2.54 4.45 0.08
H -7.37 -4.48 2.09 0.09
H -5.63 -4.19 2.24 0.09
H -6.51 -4.95 3.56 0.09
H -7.87 -2.81 3.79 0.16
H -7.48 -1.37 1.87 0.14
H -5.75 -1.80 1.83 0.13